Here is a 15-piece molecular cluster, C70H185N15O20 overall from the OMol25 dataset. Energies are from ωB97M-V/def2-TZVPD.

Structure (XYZ):
```
290
Properties=species:S:1:pos:R:3
C 10.788 -6.765 -5.867
O 10.273 -5.448 -5.671
C 9.258 -5.353 -4.663
C 8.697 -3.922 -4.407
N 7.988 -3.507 -5.582
C 7.701 -2.049 -5.527
C 7.080 -1.574 -6.881
O 6.813 -0.183 -6.714
C 6.160 0.463 -7.833
H 11.644 -6.605 -6.524
H 10.040 -7.389 -6.357
H 11.214 -7.257 -4.993
H 9.704 -5.684 -3.725
H 8.396 -5.976 -4.900
H 9.597 -3.336 -4.223
H 8.047 -3.972 -3.533
H 8.457 -3.772 -6.436
H 8.604 -1.459 -5.369
H 7.017 -1.806 -4.714
H 6.155 -2.100 -7.116
H 7.783 -1.655 -7.711
H 5.093 0.238 -7.844
H 6.511 0.105 -8.801
H 6.217 1.551 -7.819
C -3.898 16.283 -0.628
O -3.515 15.642 0.580
C -2.834 14.423 0.326
C -2.572 13.541 1.526
N -1.907 12.252 1.300
C -1.594 11.499 2.494
C -0.897 10.186 2.176
O -1.789 9.184 1.608
C -1.081 8.080 1.037
H -4.300 17.277 -0.428
H -4.473 15.688 -1.338
H -2.998 16.588 -1.162
H -1.878 14.681 -0.130
H -3.356 13.796 -0.397
H -3.539 13.428 2.017
H -2.006 14.117 2.259
H -2.374 11.660 0.628
H -2.388 11.386 3.233
H -0.785 12.008 3.019
H -0.429 9.809 3.085
H -0.147 10.371 1.407
H -0.663 8.349 0.066
H -1.785 7.318 0.703
H -0.322 7.705 1.723
C -13.694 4.392 -3.369
O -12.485 5.087 -3.207
C -11.385 4.270 -2.781
C -10.809 3.282 -3.859
N -9.565 2.596 -3.448
C -9.699 1.884 -2.155
C -8.588 0.817 -2.039
O -8.853 -0.144 -3.090
C -7.876 -1.107 -3.219
H -14.413 5.105 -3.775
H -14.113 4.116 -2.402
H -13.628 3.561 -4.071
H -11.571 3.694 -1.875
H -10.577 4.900 -2.410
H -10.526 3.850 -4.745
H -11.465 2.446 -4.102
H -9.379 1.804 -4.047
H -10.681 1.411 -2.147
H -9.601 2.654 -1.390
H -8.719 0.290 -1.094
H -7.550 1.145 -2.089
H -8.211 -1.887 -3.903
H -7.492 -1.522 -2.286
H -7.015 -0.551 -3.590
C 2.071 -8.275 -3.318
O 2.655 -8.613 -4.557
C 3.210 -7.404 -5.227
C 3.774 -7.831 -6.640
N 2.595 -8.229 -7.409
C 3.122 -8.589 -8.748
C 2.088 -9.125 -9.696
O 1.731 -10.417 -9.185
C 2.347 -11.586 -9.825
H 2.827 -7.931 -2.612
H 1.471 -9.106 -2.946
H 1.306 -7.503 -3.406
H 4.064 -7.044 -4.652
H 2.429 -6.653 -5.342
H 4.374 -8.718 -6.438
H 4.220 -6.927 -7.056
H 2.024 -8.984 -7.057
H 3.864 -9.372 -8.593
H 3.595 -7.766 -9.284
H 2.365 -9.166 -10.750
H 1.181 -8.528 -9.597
H 2.357 -11.438 -10.905
H 1.834 -12.525 -9.616
H 3.357 -11.668 -9.424
C -7.290 2.403 3.075
O -8.594 2.172 3.511
C -8.663 1.414 4.727
C -10.127 1.119 5.072
N -10.775 0.208 4.108
C -12.163 -0.017 4.537
C -13.064 1.184 4.245
O -13.356 1.250 2.858
C -14.295 2.289 2.444
H -6.692 2.937 3.813
H -7.195 3.074 2.221
H -6.814 1.429 2.962
H -8.207 1.998 5.525
H -8.007 0.545 4.668
H -10.576 2.112 5.070
H -10.182 0.791 6.110
H -10.803 0.763 3.264
H -12.244 -0.351 5.572
H -12.624 -0.848 4.002
H -12.740 2.117 4.705
H -14.022 0.967 4.717
H -14.399 2.189 1.363
H -13.979 3.309 2.665
H -15.246 2.242 2.975
C 0.521 -11.135 6.452
C 0.674 -9.724 5.976
C -0.575 -9.178 5.172
O -0.712 -9.780 3.857
C -1.855 -9.295 3.188
N 0.894 -8.996 7.194
H 1.370 -11.460 7.054
H 0.642 -11.763 5.569
H -0.385 -11.431 6.981
H 1.561 -9.764 5.343
H -0.509 -8.120 4.917
H -1.451 -9.226 5.819
H -2.725 -9.203 3.838
H -2.043 -9.941 2.329
H -1.547 -8.341 2.762
H 0.052 -8.892 7.743
H 0.996 -8.012 6.992
C -6.968 -6.072 2.494
C -8.163 -6.669 3.386
C -7.891 -8.100 3.884
O -7.743 -9.034 2.756
C -7.451 -10.327 3.193
N -8.329 -5.789 4.539
H -7.072 -5.079 2.057
H -6.831 -6.670 1.593
H -6.060 -6.160 3.090
H -9.020 -6.517 2.730
H -8.757 -8.433 4.456
H -7.095 -8.155 4.626
H -8.284 -10.681 3.801
H -6.527 -10.372 3.768
H -7.235 -10.920 2.305
H -7.435 -5.657 4.991
H -8.752 -4.934 4.209
C 7.667 5.886 -1.649
C 8.156 6.872 -0.564
C 6.995 7.785 -0.094
O 7.606 8.828 0.625
C 6.824 9.974 0.735
N 8.607 6.122 0.541
H 8.514 5.300 -2.006
H 7.279 6.338 -2.562
H 6.806 5.283 -1.359
H 8.946 7.486 -0.998
H 6.225 7.254 0.466
H 6.550 8.255 -0.971
H 6.289 10.202 -0.186
H 7.437 10.852 0.935
H 6.128 9.880 1.568
H 8.124 6.531 1.328
H 9.570 6.358 0.732
C 13.477 -0.719 2.853
C 13.107 -0.963 1.373
C 11.813 -0.187 1.003
O 10.669 -0.866 1.647
C 9.412 -0.557 1.005
N 14.259 -0.513 0.551
H 12.751 -1.044 3.598
H 13.632 0.331 3.098
H 14.352 -1.334 3.065
H 12.953 -2.034 1.242
H 11.743 -0.191 -0.085
H 11.962 0.851 1.302
H 9.478 -0.632 -0.080
H 8.999 0.415 1.277
H 8.650 -1.289 1.274
H 14.651 0.304 0.996
H 14.971 -1.208 0.725
C -3.375 3.535 -5.629
C -2.934 4.557 -4.498
C -1.729 5.472 -4.872
O -0.612 4.594 -4.910
C 0.629 5.261 -5.041
N -4.107 5.276 -4.112
H -3.774 4.058 -6.498
H -4.195 2.920 -5.259
H -2.467 2.975 -5.853
H -2.683 3.982 -3.607
H -1.607 6.181 -4.053
H -1.809 5.917 -5.863
H 0.618 5.862 -5.950
H 1.469 4.573 -5.138
H 0.869 5.917 -4.205
H -4.929 4.690 -4.149
H -4.199 5.995 -4.815
C 2.722 6.674 7.817
C 4.248 6.455 7.621
C 4.614 6.655 6.118
O 4.034 5.666 5.271
C 4.696 4.437 5.117
N 4.804 7.402 8.522
H 2.218 5.948 7.179
H 2.500 7.688 7.484
H 2.449 6.455 8.849
H 4.568 5.442 7.864
H 5.685 6.718 5.926
H 4.041 7.537 5.831
H 4.915 3.942 6.063
H 5.710 4.665 4.788
H 4.240 3.759 4.396
H 5.774 7.120 8.485
H 4.815 8.332 8.128
C 4.355 -4.677 4.219
C 4.791 -4.431 5.690
C 5.963 -3.350 5.672
O 6.495 -3.160 6.972
C 7.398 -2.107 7.114
N 3.693 -3.948 6.533
H 3.705 -5.548 4.136
H 5.213 -4.961 3.610
H 3.997 -3.828 3.637
H 5.208 -5.378 6.030
H 5.489 -2.411 5.387
H 6.717 -3.493 4.898
H 7.513 -1.959 8.188
H 7.024 -1.156 6.734
H 8.372 -2.318 6.673
H 3.450 -3.026 6.199
H 3.986 -3.659 7.455
C 2.135 0.387 -1.657
C 1.392 -0.770 -2.275
C 0.058 -1.075 -1.509
O 0.162 -1.369 -0.121
C -0.979 -2.163 0.362
N 1.268 -0.414 -3.662
H 3.021 0.585 -2.260
H 2.609 0.044 -0.737
H 1.592 1.296 -1.397
H 2.165 -1.538 -2.266
H -0.366 -1.919 -2.053
H -0.661 -0.281 -1.711
H -1.480 -2.847 -0.322
H -1.703 -1.497 0.830
H -0.564 -2.630 1.256
H 0.477 0.214 -3.687
H 2.074 0.138 -3.917
C -2.973 -4.634 -8.860
C -2.191 -3.378 -8.530
C -3.090 -2.173 -8.812
O -3.846 -2.277 -10.038
C -4.509 -1.106 -10.376
N -1.856 -3.511 -7.132
H -2.492 -5.569 -8.572
H -3.095 -4.696 -9.941
H -3.940 -4.699 -8.362
H -1.292 -3.331 -9.145
H -2.362 -1.362 -8.831
H -3.744 -1.895 -7.987
H -4.851 -0.578 -9.486
H -5.434 -1.326 -10.908
H -3.873 -0.496 -11.018
H -1.183 -2.808 -6.860
H -1.224 -4.295 -7.058
C 0.059 1.407 6.598
C -0.412 0.629 7.830
C 0.459 0.966 9.034
O 1.797 0.510 8.842
C 2.630 0.824 9.997
N -1.847 0.846 8.025
H 0.075 2.486 6.752
H -0.704 1.333 5.822
H 1.046 1.043 6.314
H -0.275 -0.443 7.686
H -0.018 0.392 9.829
H 0.487 2.040 9.213
H 2.262 0.449 10.952
H 2.707 1.911 10.037
H 3.618 0.393 9.833
H -2.043 1.836 8.004
H -2.170 0.555 8.937
```

Calculated values
Max |F|   4.4 eV/Å
ΔE to the lowest compared entry with this formula, charge and spin   174.8 kcal per mole
Orbital gap   8.817 eV
Highest occupied orbital energy   -8.6546 eV

Here are the Löwdin charges for atoms 1 to 2, given in e:
1. C -0.106
2. O -0.201